No. 1
A cluster of 4 separate species, C23H19BrF3N3OPS in total at a distorted geometry, computed with wB97M-V/def2-TZVPD.

The geometry in ORCA input format:
```
! RIJCOSX wB97M-V def2-TZVPD def2/J DEFGRID3
* xyz 1 1
O 3.5544 1.7631 -2.0791
P 2.8095 1.5431 -3.5122
Br 2.7425 -0.6520 -3.7073
C 1.0756 2.0652 -2.9890
C 0.7684 3.3696 -3.3429
N -0.4024 3.9032 -3.0191
N -1.3615 3.2998 -2.3487
C -1.1320 2.0647 -2.0056
C 0.0784 1.3795 -2.2995
N 0.2325 0.0772 -1.8404
C -0.3564 -0.8274 -2.4468
S -1.0912 -1.9627 -3.1717
H 2.9567 2.0036 -1.3607
H 1.4707 3.9955 -3.8854
H -0.6154 4.8583 -3.2947
H -1.9074 1.5593 -1.4409
F 4.2784 -3.2672 3.5093
C 3.5018 -2.6516 2.5999
C 2.3448 -3.2765 2.1780
C 1.5512 -2.6342 1.2392
C 1.9209 -1.3932 0.7376
C 3.0915 -0.7901 1.1790
C 3.8930 -1.4169 2.1210
H 2.0745 -4.2455 2.5751
H 0.6392 -3.1091 0.9015
H 1.2990 -0.8987 0.0025
H 3.3903 0.1745 0.7881
H 4.8060 -0.9648 2.4831
F -0.6266 -5.7228 7.7441
C 0.4428 -5.7946 6.9277
C 0.8923 -4.6409 6.3177
C 1.9960 -4.7219 5.4804
C 2.6240 -5.9399 5.2603
C 2.1480 -7.0852 5.8847
C 1.0502 -7.0186 6.7303
H 0.3838 -3.7039 6.4996
H 2.3698 -3.8279 5.0026
H 3.4839 -5.9943 4.6055
H 2.6333 -8.0370 5.7148
H 0.6666 -7.8959 7.2329
F -7.2991 5.3644 -2.9270
C -6.1349 5.4500 -3.5884
C -5.0472 4.7458 -3.1121
C -3.8474 4.8358 -3.8029
C -3.7483 5.6239 -4.9421
C -4.8572 6.3252 -5.3971
C -6.0642 6.2382 -4.7209
H -5.1484 4.1447 -2.2186
H -2.9910 4.2825 -3.4374
H -2.8118 5.6942 -5.4820
H -4.7843 6.9423 -6.2821
H -6.9430 6.7692 -5.0599
*
```

HOMO: -10.5 eV
Strongest force on any atom: 1.25 eV Å⁻¹
HOMO-LUMO gap: 5.08 eV

No. 2
A cluster of 4 separate species, C3H11N2O in total at a distorted geometry, computed with wB97M-V/def2-TZVPD.

The geometry in ORCA input format:
```
! RIJCOSX wB97M-V def2-TZVPD def2/J DEFGRID3
* xyz 1 1
C -3.2107 1.2979 -0.3635
O -2.2731 0.4866 0.1126
C -3.9142 0.6499 -1.5006
H -0.0289 0.4335 -0.2314
H 0.4372 1.0591 -0.5452
H -2.6954 -0.2083 0.6432
H -3.1704 0.4314 -2.3689
H -4.4665 -0.2154 -0.9670
H -4.5077 1.4228 -2.0300
N 2.6527 -1.8037 0.3647
C 3.4805 -0.8348 0.7317
N 3.0491 0.4044 0.8058
H 1.6596 -1.5761 0.3179
H 2.8821 -2.7989 0.4754
H 4.5027 -1.2122 0.9483
H 3.6869 1.1550 0.5705
H 2.0909 0.6903 0.8126
*
```

HOMO: -10.5 eV
Strongest force on any atom: 2.67 eV Å⁻¹
HOMO-LUMO gap: 6.20 eV

No. 3
A cluster of 2 separate species, C2H8NOS in total at a distorted geometry, computed with wB97M-V/def2-TZVPD.

The geometry in ORCA input format:
```
! RIJCOSX wB97M-V def2-TZVPD def2/J DEFGRID3
* xyz 1 1
C 1.1287 1.6353 -0.0058
C -0.9166 0.4230 -0.3961
N 0.1632 -1.9072 -0.0119
O -0.0755 0.9944 0.4024
S -2.3733 -0.3644 -0.1037
H 1.1731 2.6764 0.2774
H 1.5223 1.5355 -0.9455
H 1.9190 1.1926 0.5276
H -0.7240 0.4138 -1.4446
H 0.9074 -2.3067 -0.6404
H -0.5000 -2.5951 0.1984
H 0.4591 -1.4495 0.8157
H -2.6834 -0.2481 1.3266
*
```

HOMO: -14.1 eV
Strongest force on any atom: 3.25 eV Å⁻¹
HOMO-LUMO gap: 9.00 eV

No. 4
A structure of composition C3H5F6NO4ReS2 at a distorted geometry, computed with wB97M-V/def2-TZVPD.

The geometry in ORCA input format:
```
! RIJCOSX wB97M-V def2-TZVPD def2/J DEFGRID3
* xyz 2 4
Re -0.8575 0.8067 -0.7527
C -0.1640 -0.6931 -2.9620
H 0.3833 -0.3469 -2.0096
H -0.2840 -1.7666 -3.0406
H 0.2266 -0.2903 -3.8927
H -1.1294 -0.2404 -2.8397
H -2.4870 0.8929 -0.8986
F 0.7173 -3.7008 0.8917
C 1.1058 -2.4103 0.9415
F 1.9371 -2.2697 1.9939
F 1.7458 -2.0879 -0.2044
S -0.4154 -1.3397 1.1789
O -1.2400 -1.5218 -0.0317
O -1.0175 -1.6285 2.4707
N 0.2776 0.1565 1.0307
S -0.5770 1.3105 2.0360
O -0.4729 2.1143 -1.7224
O -1.7628 1.5574 1.0230
C 0.7553 2.6210 1.7164
F 1.4240 2.7158 2.8949
F 1.6483 2.3058 0.7505
F 0.1863 3.8149 1.4262
*
```

HOMO (alpha / beta): -18.2 / -21.2 eV
Strongest force on any atom: 4.39 eV Å⁻¹
HOMO-LUMO gap (alpha / beta): 7.35 / 5.49 eV

Calculated energy in order - -128988.223; -8305.417; -16567.532; -52949.029 eV
Calculated ΔE to the lowest compared entry with this formula, charge and spin in order - 0.0000; 6.3751; 2.7123; 0.1706 eV